# 1
{
  "formula": "CH6N2Si",
  "method": "the ωB97M-V functional and the def2-TZVPD basis",
  "elements": ["Si", "N", "N", "C", "H", "H", "H", "H", "H", "H"],
  "xyz": [[0.324, -0.673, -0.212], [1.824, 0.089, -0.193], [2.884, 0.271, 0.366], [-1.061, 0.547, -0.083], [-0.802, 1.238, 0.688], [0.291, -1.314, -1.722], [-1.099, 1.008, -1.011], [-1.910, -0.091, 0.199], [-0.359, -2.174, 1.359], [3.279, 1.090, -0.131]],
  "atomic_forces_ev_per_a": [[-1.9, -3.7, -0.2], [-0.3, 0.7, -0.4], [0.3, 0.2, 0.1], [0.7, -1.7, 1.5], [-0.2, 0.6, 0.6], [0.2, 0.6, 2.1], [-0.6, 1.0, -1.7], [0.0, 0.6, -0.3], [1.1, 1.8, -2.0], [0.7, -0.1, 0.2]],
  "homo_ev": -8.44,
  "charge": 0,
  "gap_ev": 8.1917,
  "lumo_ev": -0.25,
  "fmax_ev_per_a": 4.18
}

=====

# 2
{
  "formula": "CH6N3O",
  "method": "the ωB97M-V functional and the def2-TZVPD basis",
  "elements": ["O", "N", "N", "N", "C", "H", "H", "H", "H", "H", "H"],
  "xyz": [[-0.334, 1.410, -0.212], [1.837, -0.650, 0.327], [-0.913, 0.617, 0.668], [2.020, 0.497, -0.368], [-1.763, -0.489, 0.039], [-2.501, 0.081, -0.583], [-2.130, -1.108, 0.929], [1.798, -0.499, 1.380], [2.066, 0.111, -1.379], [-1.009, -1.083, -0.420], [0.927, 1.113, -0.382]],
  "atomic_forces_ev_per_a": [[-0.7, -0.4, -0.6], [0.3, -0.7, 1.3], [0.0, -0.4, 0.9], [-1.2, -0.7, -1.8], [0.7, 1.9, 1.8], [0.3, -1.3, 0.2], [-0.1, 1.0, -1.3], [-0.1, 0.7, -1.7], [0.1, 1.0, 1.8], [0.1, -0.7, -1.3], [0.8, -0.6, 0.6]],
  "homo_ev": [-2.43, -2.51],
  "charge": -1,
  "gap_ev": [7.2096, 7.3042],
  "lumo_ev": [4.78, 4.79],
  "fmax_ev_per_a": 2.69
}